1.
Below is a cluster of 7 separate species, C24H67N5O7 in total in a non-equilibrium geometry, with properties calculated with wB97M-V/def2-TZVPD.

Structure (XYZ):
```
103
Properties=species:S:1:pos:R:3:forces:R:3
N -5.16752 5.98232 1.37131 0.1 0.4 0.5
H -2.41513 1.60788 10.68348 0.1 -0.7 -0.2
H -8.97316 4.26584 4.33377 -0.6 -0.3 0.2
C -0.50548 -8.36295 2.28736 -0.7 0.0 0.4
H -4.79391 5.75865 2.28261 0.3 0.1 0.1
O 5.37444 2.59174 -11.23454 -1.2 0.3 1.8
N -0.84837 -6.87611 4.07907 -0.3 0.4 1.3
H -4.35247 -0.37044 5.09681 -0.5 0.3 0.8
H -7.07826 4.90242 -0.25167 -0.1 -0.1 0.1
H -4.12635 -1.66131 7.44004 -0.3 0.1 -0.4
H 3.11545 2.68522 -9.97320 0.1 -0.7 -0.6
H 11.42448 1.49265 -5.66954 0.2 -0.6 -0.1
O 10.52083 -1.13478 -5.12383 0.4 0.1 -0.8
H -2.69253 2.66858 9.37883 0.5 0.2 -0.5
H -4.65693 -10.29088 4.40033 -0.3 -0.2 0.0
H -1.55865 -9.42148 4.66304 0.0 0.0 0.3
C 4.74819 0.72817 -7.99643 -0.5 0.3 -0.5
H 4.39845 0.35556 -0.32714 -0.2 -0.2 -0.3
H -2.85235 -1.56700 8.36518 0.5 0.4 -0.1
C -3.06954 0.76458 7.51485 -0.2 0.4 -0.9
N -3.11989 -1.59207 7.39158 0.1 -1.2 -0.5
H 12.05723 -0.23644 -3.96008 0.1 -0.4 -0.1
C 5.78113 2.25472 -12.49858 0.6 -0.5 -1.0
H -1.84475 1.73716 -1.61093 -0.2 0.1 0.2
H -3.45913 -1.28931 -2.00847 0.3 0.6 0.3
H -2.88618 1.73605 7.05581 0.3 0.3 0.0
H -4.39962 -0.57938 -3.31688 -0.3 0.5 0.5
C -7.30251 5.90812 0.10385 0.5 0.7 1.0
H 2.48209 -1.36103 0.50385 -0.3 -0.5 0.0
H -3.01830 -1.37782 -3.66943 0.6 0.0 -0.1
H 2.24816 1.55377 2.67590 0.1 -0.1 0.3
H -0.70608 -6.01167 3.57646 0.4 0.0 -0.5
H 3.72291 3.87849 1.03490 0.4 -0.3 -0.1
O -3.01563 -9.89092 3.24087 0.8 1.0 1.6
H 5.56516 0.24044 0.89463 -0.1 0.2 0.8
H 4.80628 -1.20868 0.40802 -0.4 -0.2 0.0
H 6.74162 1.74270 -12.44019 0.3 -0.2 -0.3
O -2.36868 0.67366 8.77688 -1.3 0.5 -0.1
H 2.51721 4.05429 -0.21088 -0.2 -0.6 -0.1
H 3.95006 1.99953 2.24567 0.0 0.2 0.2
H 5.08583 1.62096 -13.04904 -0.3 -0.3 0.2
C -9.39623 4.55859 3.37283 1.9 0.8 -1.5
H 4.44532 1.18916 -7.05630 0.1 -0.7 0.3
H 5.41508 2.60274 -8.48222 -0.1 0.6 -0.2
C -2.88791 1.64611 9.70209 0.4 0.8 -0.3
H -6.85207 7.24094 1.71049 0.4 0.2 0.2
O -8.56504 5.62405 2.86018 -0.1 1.1 0.4
H 10.94624 2.10735 -4.16892 -0.2 -0.4 0.5
C -2.31757 -8.87193 4.10613 0.5 -1.3 -1.7
H 2.08735 4.07310 1.49956 -0.4 0.0 0.1
H 3.65924 -0.42721 2.49504 -0.3 -0.2 0.3
C 10.78021 1.25205 -4.82389 -0.4 -0.2 -0.4
H -2.86333 1.11560 -3.88026 -0.3 0.2 0.0
C -3.39242 -0.68660 -2.91421 -0.8 -1.2 -0.8
C 11.00445 -0.13793 -4.22478 -0.2 0.2 0.3
H -4.07958 -11.66330 3.38594 0.0 0.3 -0.2
H 9.76389 1.27092 -5.21738 -0.1 0.2 0.1
C 4.59113 -0.16009 0.61365 -0.1 0.7 -0.3
H 4.00925 0.00580 -8.34321 0.0 -0.2 0.3
N 2.20266 -0.53053 1.00614 -1.3 -0.7 -1.1
C -3.28238 -0.54379 5.21064 -1.4 0.3 -0.8
H -10.42809 4.90945 3.35652 0.2 -0.1 0.4
C -1.57011 -7.82168 3.23890 -0.2 0.4 -0.6
H -8.37386 6.08063 0.20654 0.0 -0.3 0.0
H -9.22148 3.81843 2.59198 -0.6 -0.9 0.5
H 0.33922 -8.62477 2.92457 -0.1 -0.9 -0.1
H 6.25655 1.02740 -10.19068 0.7 0.6 0.4
H -0.98797 -9.13078 1.68261 0.7 -0.3 -0.1
H -7.21980 4.30697 2.08424 -0.1 -0.6 -0.2
O -2.73951 1.44436 -1.79878 -0.6 -0.4 -0.5
H -1.62960 -0.38789 6.51884 0.2 -0.5 0.0
N 3.38718 2.46344 -9.02606 -0.9 1.3 -0.1
C 3.02385 1.53279 1.91042 0.6 -1.3 -0.4
C 4.70445 1.91589 -8.94194 2.2 -0.4 -0.7
H -3.00108 -8.36686 4.78864 -0.3 -0.1 0.0
H 3.46367 3.42214 -8.71758 -0.2 0.2 0.7
O 2.52967 2.18545 0.77095 0.1 0.3 -1.1
C -2.71650 -0.42446 6.59261 0.6 0.1 2.4
H 4.75669 0.63156 -10.61419 -1.0 0.2 -0.9
H -0.06289 -7.58572 1.66436 -0.5 0.2 -0.2
C -2.61071 0.57998 -2.96516 1.2 1.2 0.8
C -6.60074 6.20424 1.48647 -1.2 -0.9 -1.0
H -4.87866 5.23913 0.75138 -0.4 -0.1 -0.2
H -3.96877 1.70100 9.83167 -0.3 -1.0 -0.1
C -7.22861 5.28440 2.56659 -0.4 -0.8 -1.1
H 5.89483 3.14675 -13.11457 0.1 0.2 0.3
C 2.71226 3.58349 0.75266 0.2 0.4 0.8
C 3.35317 0.02246 1.55047 3.0 2.0 1.5
H -3.25581 -1.58080 4.87598 0.8 0.0 -0.1
H -3.29412 -11.25583 4.89432 0.6 0.2 0.0
C -3.78709 -10.82754 4.02160 0.1 0.9 -0.3
C 5.29316 1.52598 -10.29747 0.2 -0.8 0.0
H -4.15258 0.68629 7.60971 -0.3 0.2 0.6
H 2.03583 0.14477 0.27385 -1.0 0.0 -0.6
H 10.41218 -0.34619 -3.33375 0.1 0.8 0.5
H -1.47330 -6.53729 4.79652 -0.2 -0.1 0.6
H -2.91162 0.14986 4.45600 0.7 -0.2 0.2
H -6.95588 6.60950 -0.65511 0.2 0.0 0.0
H 11.00971 -1.95332 -5.01171 0.1 0.1 0.1
H -1.52708 0.46912 -3.00456 0.0 -0.9 -0.5
H -2.31941 -7.25189 2.68935 -0.4 -0.3 -0.4
H 5.74088 0.27907 -7.96522 0.0 0.0 0.3
H -6.59489 5.09407 3.43277 0.1 0.7 0.5
```
Forces are in eV/Å.

The value obtained for the calculated total energy is -47751.147 eV. Its LUMO energy is 0.0164 Eh. Its spin multiplicity is 1. For the energy above the lowest of the compared OMol25 structures with the same formula, charge and spin, the calculation gives 96.47 kcal per mole. The charge is 0. As for the SMILES: COC[C@H](C)N.COC[C@H](C)N.COC[C@H](C)N.COC[C@H](C)N.COC[C@H](C)N.CCO.CCO.

***

2.
Below is the ion CH2FO4S with charge -1 in a non-equilibrium geometry, with properties calculated with wB97M-V/def2-TZVPD.

Structure (XYZ):
```
9
Properties=species:S:1:pos:R:3:forces:R:3
F -2.53680 1.26695 -0.18536 0.8 -0.2 0.0
O 1.35953 0.36967 -1.43084 0.4 -0.1 -0.4
O 1.53653 -1.60786 0.07855 0.0 0.3 -0.7
S 1.26749 -0.18304 -0.10747 -1.1 0.2 3.2
C -0.61324 -0.19768 0.20550 0.5 0.4 -3.1
O -1.07187 1.21896 -0.29977 -0.1 -3.1 0.8
O 1.80880 0.61109 1.00937 -0.2 -0.2 -1.3
H -0.94061 -0.32371 1.23144 0.2 0.1 0.0
H -0.80982 -1.15439 -0.50143 -0.6 2.6 1.4
```
Forces are in eV/Å.

The value obtained for the calculated total energy is -22809.714 eV. Its LUMO energy is 0.1488 Eh. Its spin multiplicity is 1. For the energy above the lowest of the compared OMol25 structures with the same formula, charge and spin, the calculation gives 103.36 kcal per mole. The charge is -1. As for the SMILES: O=S(=O)([O-])COF.

***

3.
Below is a structure of composition C27H38ClLuN4O6S2 in a non-equilibrium geometry, with properties calculated with wB97M-V/def2-TZVPD.

Structure (XYZ):
```
79
Properties=species:S:1:pos:R:3:forces:R:3
H -0.78769 -0.28411 -3.77027 0.3 -0.1 0.1
O -2.21751 0.04379 0.80260 -1.5 -1.2 0.4
C 1.95998 0.62414 2.10722 2.6 1.0 -2.2
C 0.65681 1.21375 -2.09904 -0.1 -0.1 0.9
H -5.64181 -0.79560 -0.01043 0.3 0.1 0.1
N -1.31405 -4.17346 -0.44765 0.5 0.2 0.2
O -0.43807 2.54343 1.18327 0.2 2.2 -1.0
H -5.30393 -4.23334 -2.17502 0.1 0.3 0.0
H 2.18872 0.13632 4.72128 0.0 -0.1 -0.2
C 2.62013 -0.66492 4.11618 0.5 0.2 0.6
H 3.67457 -0.77134 4.38183 0.1 -0.2 0.2
H -5.71491 -0.16071 1.62816 0.3 0.0 0.0
H -5.99781 -1.97184 -3.08186 0.3 -0.1 0.1
H 0.70999 5.59786 -0.71835 -0.2 0.2 0.2
H 2.08262 2.87521 2.18068 -0.1 -1.1 0.4
O -3.50872 -5.24589 0.34318 0.9 0.2 -0.9
C -1.23248 -2.91038 -0.84567 0.1 -2.1 1.0
C -2.43561 -2.47381 -1.58191 -1.4 0.3 -0.4
O -0.21093 0.91975 -1.24329 0.0 0.9 -1.2
Lu -0.10647 0.37795 1.17275 0.5 -0.4 -2.5
C -2.73174 -1.03610 1.24724 0.5 0.9 -0.5
H -0.93030 5.91779 2.53535 0.0 -0.3 0.0
N -0.45510 4.80863 0.83116 -0.1 0.0 0.0
H 0.52613 6.67725 0.70597 -0.1 -0.3 -0.1
H 0.67624 -0.87574 -4.62485 -0.3 0.0 0.2
H 2.74269 1.86389 3.58857 -0.6 0.8 -0.6
H -4.56948 0.56642 0.44967 0.0 -0.2 0.1
C -4.51328 -2.55954 1.79650 0.0 -0.1 0.0
H 2.95145 -1.30804 -0.89546 0.6 0.0 0.0
C 5.52123 0.31388 0.70457 -0.8 -0.6 -0.2
C -1.35269 5.09002 1.95146 0.0 0.3 -0.1
H 0.54479 3.48454 -0.37213 -0.1 -0.1 0.2
O -2.49398 -6.03037 -1.78805 0.1 0.2 0.4
H -2.08151 -1.80191 1.69398 -0.4 0.1 -0.2
H 2.93152 1.35859 -3.07380 0.1 -0.3 -0.1
C 3.98751 -1.11907 -0.58688 0.3 0.6 0.6
H 4.83244 -2.69189 -1.61508 0.4 -0.7 -0.4
S -2.70380 -4.96938 -0.84121 -0.4 1.2 0.1
H 1.15325 2.20904 -2.10358 -0.2 -0.6 0.1
C -5.00087 -2.12398 -2.66235 0.0 0.2 -0.1
H 2.11015 -1.58514 4.38386 0.0 -0.2 0.0
H 3.38470 1.99797 0.78294 0.5 -1.0 0.5
H -1.46993 4.19723 2.56629 0.0 0.2 -0.1
C 0.24270 -0.63744 -3.64349 0.3 -0.6 0.3
H -2.32627 5.42998 1.57163 0.2 -0.2 0.1
C 5.07007 -1.88031 -0.96903 -0.9 -0.2 0.0
H -0.82712 6.48137 -0.42052 0.2 -0.3 0.1
H 3.01238 -1.20657 2.06215 -0.7 -0.3 -0.2
H -5.10842 -3.11201 1.05962 0.2 0.1 0.1
H 2.99987 -0.41867 -3.31088 -0.1 0.2 0.1
C 1.93599 1.95150 2.80965 -0.7 0.1 2.5
H 5.64880 1.19155 1.35022 0.1 -0.4 -0.3
C 2.51458 -0.44357 2.65870 0.2 -0.3 0.8
C -4.63245 -3.37341 -2.16788 0.0 -0.1 0.0
C 6.33930 -1.60218 -0.50734 -0.2 0.1 -0.2
C -5.03345 -0.35879 0.79110 -0.1 -0.1 -0.1
H -5.14753 -2.33527 2.66463 0.2 0.0 -0.2
H 0.26367 -1.53158 -2.99839 -0.2 0.3 -0.4
N -4.01376 -1.31578 1.21221 -0.4 0.1 0.3
C -4.09368 -1.05994 -2.61996 -0.1 0.3 -0.1
C 4.25415 -0.02481 0.23373 -0.9 1.1 0.2
C 0.01491 5.95544 0.05300 0.0 0.0 -0.1
Cl -0.63716 -0.54262 3.36658 -0.4 -0.1 0.9
O 2.40031 1.11290 -0.65128 -0.2 -0.3 -0.2
H -2.11070 -0.39806 -2.00832 -0.2 -0.1 0.0
C -3.36163 -3.51622 -1.64690 -0.4 0.0 -0.1
C -0.09891 3.57333 0.51499 -0.3 -1.4 0.9
C 6.55448 -0.52020 0.31877 0.2 0.3 0.5
N 1.08306 0.40715 -3.07512 -0.5 0.3 -0.2
S 0.18202 -2.03716 -0.45440 0.2 0.3 0.3
H 2.44088 0.62655 -4.63794 0.2 0.0 0.0
C 3.15337 0.98504 0.34883 -0.7 1.5 0.2
C 2.45291 0.50099 -3.55129 -0.3 0.4 -0.4
H 7.52603 -0.31347 0.69957 0.8 0.0 0.1
H -3.66623 -3.17935 2.09772 -0.2 0.0 -0.1
H 0.98659 2.07368 3.41984 0.8 0.2 -0.6
H -4.38841 -0.06735 -3.00407 0.2 -0.7 0.2
H 7.14528 -2.22250 -0.82608 0.6 -0.3 -0.1
C -2.81784 -1.22309 -2.07794 0.4 -0.2 0.2
```
Forces are in eV/Å.

The value obtained for the calculated total energy is -114675.415 eV. Its LUMO energy is -0.0009 Eh. Its spin multiplicity is 1. For the energy above the lowest of the compared OMol25 structures with the same formula, charge and spin, the calculation gives 0.00 kcal per mole. The charge is 0.